This record from the OMol25 dataset describes C10H24N7O2PtS as an isolated structure. The level of theory is wB97M-V/def2-TZVPD.

XYZ file:
```
45
Properties=species:S:1:pos:R:3:forces:R:3
Pt -0.19061 0.46556 -0.82932 -0.33 0.30 0.26
C 0.95300 -3.38721 -2.82121 0.00 -0.02 -0.02
C 0.83737 -2.00350 -2.28029 -0.07 -0.05 0.04
N -0.20714 -1.52350 -1.67273 0.00 -0.17 -0.01
O -1.31463 -2.23451 -1.45479 0.08 0.02 -0.08
C 1.92050 -1.04636 -2.42478 0.18 0.06 -0.03
C 3.13325 -1.32121 -3.20850 0.00 -0.08 0.02
N 1.74612 0.14171 -1.77117 0.01 0.00 -0.11
O 2.59447 1.02109 -1.87251 0.02 -0.02 0.04
H 0.30355 -4.10239 -2.31657 0.00 0.01 0.02
H 1.97194 -3.75201 -2.70003 0.00 0.00 -0.03
H 0.71636 -3.39717 -3.88911 -0.01 -0.01 0.00
H -1.26233 -3.10640 -1.89356 -0.01 0.02 0.00
H 2.88579 -1.84374 -4.13461 0.00 0.02 -0.01
H 3.77779 -2.00234 -2.63397 0.01 0.01 0.00
H 3.70143 -0.41889 -3.41225 -0.02 0.01 0.00
N 0.65984 3.57314 -3.55749 0.01 -0.02 0.02
C 0.32708 3.41222 -2.29697 -0.01 0.04 -0.02
N 0.89597 4.09259 -1.32665 0.00 -0.01 0.01
S -1.01586 2.31554 -1.93624 -0.01 -0.04 -0.05
H 1.31769 4.28404 -3.85571 -0.02 0.01 -0.01
H 0.16485 3.07190 -4.28050 0.01 0.01 -0.02
H 1.60171 4.79696 -1.50568 0.00 -0.01 0.00
H 0.52704 4.03884 -0.39004 0.03 0.01 -0.01
C -2.81586 0.70397 0.87432 -0.01 0.01 0.01
N -2.16294 0.02879 1.98882 0.00 -0.07 0.05
C -3.02062 -0.87402 2.77594 0.03 -0.02 -0.07
C -0.85541 0.13017 2.20156 -0.02 0.09 -0.06
N -0.01973 0.50434 1.15946 0.22 -0.21 0.13
N -0.30332 -0.12222 3.38326 -0.11 0.06 0.02
C -1.01601 0.09999 4.65460 0.03 0.02 -0.05
C 1.11697 -0.45090 3.53952 -0.01 -0.01 -0.02
H -3.88217 0.75114 1.08452 0.00 0.04 -0.02
H -2.70364 0.13676 -0.06144 -0.02 -0.01 0.00
H -2.44808 1.72146 0.76225 0.00 0.00 -0.01
H -3.63255 -1.43744 2.07330 -0.02 0.00 0.02
H -3.67098 -0.31580 3.44741 -0.02 -0.03 -0.01
H -2.40801 -1.56910 3.34107 -0.05 -0.01 -0.02
H 0.89212 0.76519 1.52078 0.01 0.03 -0.10
H -1.94341 0.63476 4.48021 0.03 0.01 0.04
H -0.37197 0.71625 5.28068 -0.01 -0.03 0.03
H -1.21107 -0.84442 5.15986 -0.01 0.02 0.03
H 1.70680 0.44447 3.74745 0.02 -0.02 0.00
H 1.49506 -0.97246 2.66277 0.01 0.01 0.00
H 1.20968 -1.12526 4.38830 0.02 0.01 0.01
```
Positions in Å, forces in eV/Å.

Calculated values
Net charge = +3
E_LUMO (alpha / beta) = -10.6 / -12.5 eV
Multiplicity = 5
Gap between HOMO and LUMO (alpha / beta) = 7.8 / 5.7 eV
HOMO energy (alpha / beta) = -18.34 / -18.20 eV
Expectation value of S² = 6.05
ΔE to the lowest compared entry with this formula, charge and spin = 0.0 kcal per mole



This record from the OMol25 dataset describes a 3-piece molecular cluster, C10H24O4P overall. The level of theory is wB97M-V/def2-TZVPD.

XYZ file:
```
39
Properties=species:S:1:pos:R:3:forces:R:3
C -0.21593 -0.31582 -3.91071 -0.63 -1.12 0.57
C -0.72317 -0.64866 -2.47116 0.54 -0.34 -0.89
P 0.11532 0.35843 -1.08159 -1.16 2.56 0.23
O -0.00230 -0.95106 0.09216 1.26 -0.30 -0.34
C 0.92957 -1.97082 -0.22131 -0.55 0.97 -0.80
C 1.91449 -1.47255 -1.35156 -0.40 0.29 -0.21
O 1.75443 -0.08726 -1.54411 0.11 -1.25 0.79
H 0.42617 -1.13709 -4.24918 0.32 0.36 -0.06
H 0.29156 0.64277 -3.96351 0.04 0.08 -0.05
H -1.08311 -0.35367 -4.58013 0.17 0.34 -0.18
H -1.78447 -0.39841 -2.43305 0.03 0.10 0.32
H -0.66711 -1.74640 -2.36171 0.00 0.21 0.15
H 0.66709 1.25472 -0.07052 0.20 -0.45 0.06
H -1.19734 0.80188 -0.67516 0.19 -0.04 0.10
H 0.25060 1.48458 -1.99999 -0.20 -0.09 -0.15
H 0.29123 -2.78393 -0.58672 0.71 -0.68 0.20
H 1.56894 -2.20200 0.63488 -0.41 -0.39 0.26
H 2.92984 -1.73874 -1.02952 0.11 0.23 -0.19
H 1.73015 -1.93269 -2.33267 -0.04 -0.56 0.23
C 3.19546 1.47449 3.28755 -0.15 0.01 0.18
C 2.84485 2.15292 1.98625 -0.07 -0.03 -0.31
O 1.86899 2.84906 1.88431 -0.13 0.36 0.28
C 3.75718 1.91495 0.81310 0.01 0.12 -0.10
H 2.45152 1.72984 4.03996 -0.01 0.01 -0.03
H 3.20335 0.39167 3.15180 0.14 0.00 -0.01
H 4.17671 1.80924 3.63072 0.07 -0.15 -0.04
H 3.78473 0.85082 0.57384 0.06 0.00 -0.02
H 4.76512 2.26971 1.04543 0.06 -0.15 0.05
H 3.37846 2.45417 -0.05165 -0.07 -0.09 0.01
C -3.01006 -1.22090 1.50834 0.16 -0.12 -0.20
C -3.91102 -0.22160 0.83278 0.30 -0.09 -0.05
O -3.61107 0.26576 -0.22538 -0.42 0.11 -0.24
C -5.19687 0.14699 1.53536 -0.14 0.20 -0.10
H -2.12295 -1.37901 0.89310 0.03 0.12 0.04
H -2.69737 -0.83996 2.48261 -0.08 -0.10 0.08
H -3.53615 -2.17098 1.63599 -0.05 0.04 0.19
H -4.97699 0.58545 2.51065 -0.05 -0.14 0.07
H -5.81879 -0.74102 1.66470 0.04 0.00 0.17
H -5.74109 0.87511 0.93610 0.03 -0.01 -0.01
```
Positions in Å, forces in eV/Å.

Calculated values
Net charge = -1
E_LUMO = 3.2 eV
Multiplicity = 1
Gap between HOMO and LUMO = 6.6 eV
HOMO energy = -3.35 eV



This record from the OMol25 dataset describes C10H25BiClIN3OP as an isolated structure. The level of theory is wB97M-V/def2-TZVPD.

XYZ file:
```
43
Properties=species:S:1:pos:R:3:forces:R:3
C 0.41635 -2.14707 -1.38854 -0.34 0.05 1.00
I -0.03477 3.06696 -0.74047 0.01 -1.08 0.22
H -0.59877 -2.57530 -1.32885 0.55 -0.01 -0.05
H 1.05305 -2.46882 -0.54931 -0.30 -0.04 -0.46
H 0.88611 -2.28995 -2.37225 -0.15 0.44 0.43
Bi -0.16010 0.04690 -0.92238 -2.06 -0.24 -1.23
P -0.03317 0.47117 -3.71138 -0.30 0.23 2.00
C 1.60570 0.94075 -4.29684 -0.44 -0.24 -0.11
C -0.64141 -1.03030 -4.49325 0.23 0.29 -0.05
H -2.07736 1.70293 -3.29133 0.25 -0.05 -0.31
H -1.49036 1.69225 -5.00863 -0.25 0.54 0.19
H -0.70091 2.76950 -3.75353 -0.27 -0.26 -0.28
C -1.20557 1.81466 -3.95379 0.22 -0.20 -0.35
H -1.55653 -1.37781 -3.98763 0.30 0.17 -0.27
H -0.85372 -0.67095 -5.51059 -0.09 -0.67 -0.02
H 1.42150 1.10562 -5.36809 0.65 0.13 0.08
H 2.31560 0.11748 -4.12489 -0.17 0.34 -0.27
H 0.14347 -1.80194 -4.47399 -0.40 0.24 -0.26
H 1.92778 1.85985 -3.78679 -0.08 -0.23 -0.31
C 2.37704 0.37424 -1.18596 5.12 0.50 0.54
O 3.51949 0.47423 -1.08692 -4.03 -0.32 -0.44
Cl -2.73103 -0.46400 -1.29802 1.61 0.35 0.04
C 2.21096 -1.03598 3.06910 0.48 -0.09 -0.23
N 0.90859 -0.54676 3.46757 -1.81 0.99 -1.52
C 0.56845 -0.63724 4.86493 -0.14 0.16 0.53
C 0.00171 -0.10334 2.52186 0.16 0.05 1.08
N 0.38401 -0.27338 1.26090 0.51 -0.35 -1.84
N -1.21660 0.44336 2.75713 1.04 -0.45 -0.07
C -1.67828 1.05573 3.98212 0.09 -0.02 0.91
C -2.23410 0.49721 1.72637 0.01 -0.28 -0.90
H 2.71881 -1.31325 3.98162 0.28 -0.02 -0.01
H 2.82930 -0.27827 2.56862 -0.18 -0.02 0.11
H 2.17787 -1.94238 2.44350 -0.18 0.16 0.15
H 0.63990 0.35155 5.32838 0.11 -0.40 0.28
H -0.43144 -1.05706 5.00688 0.22 0.05 0.05
H 1.30852 -1.29807 5.29344 -0.17 -0.09 0.45
H 1.32360 -0.66137 1.18870 -0.46 -0.04 0.13
H -2.16819 1.99567 3.73339 0.32 0.17 0.09
H -2.45039 0.41537 4.40311 0.01 -0.01 0.38
H -0.86193 1.20530 4.69607 -0.62 0.21 -0.35
H -1.97027 1.14848 0.88224 0.06 0.00 0.29
H -2.48992 -0.48896 1.33346 0.19 0.02 0.13
H -3.15295 0.91297 2.12404 0.05 0.02 0.24
```
Positions in Å, forces in eV/Å.

Calculated values
Net charge = +2
E_LUMO (alpha / beta) = -9.8 / -9.6 eV
Multiplicity = 1
Gap between HOMO and LUMO (alpha / beta) = 5.4 / 5.6 eV
HOMO energy (alpha / beta) = -15.21 / -15.21 eV
ΔE to the lowest compared entry with this formula, charge and spin = 0.0 kcal per mole



This record from the OMol25 dataset describes C10H25Br6FO3SSi2 as an isolated structure. The level of theory is wB97M-V/def2-TZVPD.

XYZ file:
```
48
Properties=species:S:1:pos:R:3:forces:R:3
C 3.67457 -1.40909 1.23754 -1.70 0.00 0.02
C 2.42178 -0.55973 0.53594 1.65 -1.37 -0.13
F 2.16318 0.59642 1.42817 0.08 -1.77 -1.81
C 2.88429 -0.10466 -1.00557 0.46 -1.37 0.65
Si 2.75695 1.79051 -1.31867 -0.10 -0.07 0.95
O 1.13638 2.39308 -1.62700 5.03 -5.34 -4.17
Si 0.25654 1.39838 -2.77921 0.87 1.95 0.40
S -0.88465 -0.03606 -1.55755 -3.66 -5.54 -0.20
C -1.09383 0.80936 0.11567 -0.74 0.36 2.32
O -0.15482 -1.39941 -1.50034 -0.89 4.11 0.48
O -2.30540 -0.31831 -2.17095 4.20 2.01 1.83
H 3.45004 -1.39921 2.39465 0.71 0.00 -2.43
H 3.54748 -2.53233 0.86045 0.59 2.45 0.77
H 4.72772 -0.96250 0.98673 -2.11 -0.88 0.52
H 1.49843 -1.28770 0.51584 1.54 1.98 0.09
H 2.38197 -0.78126 -1.83142 0.79 1.28 1.85
H 4.04697 -0.37145 -1.05042 -2.39 0.77 -0.06
H 3.20325 2.44380 -0.06127 -0.27 0.04 -0.27
H 3.75370 2.20830 -2.33016 -0.34 -0.11 -0.31
H 1.09999 0.73542 -3.78012 0.03 -0.30 0.19
H -0.77055 2.26395 -3.41118 0.27 -0.31 0.07
H -1.90374 1.67131 0.01046 1.55 -2.66 0.09
H -0.10235 1.34502 0.48545 -1.97 -1.72 -0.93
H -1.46784 0.10620 0.97299 0.82 0.57 -2.05
Br -5.71427 1.24113 -2.03884 0.00 -0.08 0.11
C -5.45021 -0.68258 -1.85588 0.23 0.01 -0.25
C -6.54782 -1.45398 -2.55156 -0.05 -0.17 0.11
Br -8.19230 -1.44324 -1.50229 -0.02 0.03 -0.10
H -5.38132 -0.89508 -0.78558 -0.11 0.01 -0.29
H -4.48240 -0.88240 -2.32413 -0.19 0.05 0.11
H -6.27751 -2.50906 -2.64522 0.03 0.20 0.05
H -6.79738 -1.05801 -3.53972 0.12 -0.02 0.29
Br 4.02226 -3.27499 4.29361 -0.07 -0.16 0.11
C 2.42247 -4.35899 4.03008 0.06 0.07 0.27
C 2.76925 -5.71839 3.46834 -0.15 -0.13 -0.17
Br 3.17550 -5.61227 1.56331 0.05 -0.03 0.12
H 1.74868 -3.78344 3.38961 0.18 -0.22 0.07
H 1.97726 -4.45499 5.02427 0.08 -0.05 -0.19
H 1.91305 -6.39438 3.53897 0.11 0.16 0.02
H 3.63313 -6.18096 3.95340 -0.21 0.22 -0.08
Br -0.62570 3.27876 -0.90611 -3.49 5.98 1.82
C -1.00168 4.39948 0.64517 -1.11 -0.19 0.00
C -1.02623 5.86307 0.26956 0.02 0.18 0.17
Br 0.77977 6.56156 0.03318 -0.09 -0.04 -0.08
H -0.25132 4.15812 1.40289 -0.08 0.11 -0.27
H -1.98474 4.07568 0.99815 0.07 0.29 0.16
H -1.45862 6.46076 1.07632 0.07 -0.14 -0.10
H -1.56988 6.06418 -0.65755 0.15 -0.17 0.24
```
Positions in Å, forces in eV/Å.

Calculated values
E_LUMO = 0.1 eV
Multiplicity = 1
Gap between HOMO and LUMO = 9.0 eV
HOMO energy = -8.89 eV



This record from the OMol25 dataset describes C10H25BrCuO9S2 as an isolated structure. The level of theory is wB97M-V/def2-TZVPD.

XYZ file:
```
48
Properties=species:S:1:pos:R:3:forces:R:3
Cu 1.33311 0.08422 0.04110 -0.31 1.61 -0.31
Br 3.33288 -1.61166 -0.42402 -0.42 0.29 0.16
C -2.90248 1.75547 1.43119 -0.06 1.03 1.93
C -1.98011 0.88651 0.63945 2.44 0.71 -0.66
O -0.63226 1.33787 0.56125 -1.31 -1.41 0.24
H -2.88631 2.81905 1.19322 -0.41 -0.04 -1.02
H -2.62645 1.89302 2.47665 0.74 -0.60 0.46
H -3.89192 1.31697 1.56083 -0.51 0.16 -0.67
H -2.44584 0.83675 -0.34478 -0.16 -0.12 -0.86
H -2.11332 -0.12486 1.02350 0.15 -0.79 0.38
O 1.77379 1.92334 -1.06449 1.07 -0.57 -0.05
C 2.96864 2.53543 -1.46960 0.42 2.27 1.34
C 3.49457 3.75350 -0.55730 -3.31 1.04 2.15
O 2.52669 4.68764 -0.07892 1.12 -1.08 -1.47
H 2.85577 2.99262 -2.45262 -0.41 -0.27 -0.58
H 3.86209 1.91114 -1.48073 -0.16 -1.05 -0.32
H 4.33630 4.32579 -0.94724 0.64 -0.34 -1.17
H 3.87080 3.28807 0.35371 0.63 -0.80 0.41
O 0.07674 -1.28780 -1.24225 -0.88 0.26 -1.09
S -0.63595 -1.49094 -2.47245 0.62 -0.96 -0.08
O -1.57902 -2.61944 -2.45535 1.09 1.82 -1.02
O -1.41975 -0.08837 -2.88040 2.23 -2.06 5.05
C -1.79679 0.16433 -4.12468 -0.51 0.00 -3.35
C -2.93300 1.17063 -4.12162 -0.28 0.00 0.21
C 0.70872 -1.64379 -3.88574 -2.06 0.07 1.05
H -2.07579 -0.77862 -4.59489 -0.61 -0.11 -0.37
H -0.92653 0.49182 -4.69345 0.01 0.51 -0.34
H -2.60804 2.20944 -4.17966 0.14 -0.13 -0.43
H -3.46349 1.13994 -3.16992 0.01 -0.39 0.06
H -3.63923 0.88408 -4.90087 -0.02 0.45 -0.14
H 1.46085 -2.37730 -3.59527 -0.13 0.35 0.49
H 1.07630 -0.62559 -4.01327 0.18 -0.21 0.11
H 0.17479 -2.01726 -4.75955 -0.01 0.21 -0.04
O 1.32120 -0.41258 2.36955 0.72 -1.56 4.30
S 1.56164 -1.19532 3.64019 0.29 0.90 -2.07
O 1.64427 -0.59748 5.00314 -0.40 -1.13 -3.13
O 0.46466 -2.40216 3.60636 0.51 0.58 0.46
C -0.86858 -2.06898 3.17049 -1.16 0.34 1.35
C -1.83714 -1.90561 4.39278 -0.07 -0.01 -0.78
C 3.02011 -2.28461 3.36759 -0.69 0.84 0.01
H -1.19603 -2.86802 2.50535 0.17 0.11 -0.01
H -0.86649 -1.10823 2.65564 0.14 -0.16 -0.32
H -2.82176 -1.61464 4.02678 0.07 0.49 -0.39
H -1.47942 -1.11477 5.05210 0.04 -0.11 0.03
H -2.12463 -2.78546 4.96838 0.85 -0.38 0.05
H 3.89335 -1.63832 3.27895 -0.08 0.08 0.45
H 2.95070 -2.75985 2.38911 -0.49 0.01 0.05
H 3.04214 -2.98574 4.20188 0.17 0.13 -0.09
```
Positions in Å, forces in eV/Å.

Calculated values
Net charge = -2
E_LUMO (alpha / beta) = 4.0 / 4.0 eV
Multiplicity = 2
Gap between HOMO and LUMO (alpha / beta) = 3.3 / 3.2 eV
HOMO energy (alpha / beta) = 0.67 / 0.72 eV
Expectation value of S² = 0.76



This record from the OMol25 dataset describes C10H25Cl2CrN3O2Se2 as an isolated structure. The level of theory is wB97M-V/def2-TZVPD.

XYZ file:
```
45
Properties=species:S:1:pos:R:3:forces:R:3
Cr 0.53606 0.69460 -0.14076 0.35 -0.31 1.65
N 0.58363 0.42093 1.97314 0.19 0.06 0.08
C 0.99313 1.65995 2.65526 -0.07 0.24 -0.04
C 0.27579 2.84364 2.01182 0.06 -0.23 0.16
N 0.33333 2.78027 0.53418 -0.08 0.17 -0.15
C 1.41298 3.58728 -0.06491 0.31 -0.01 -0.04
C 2.75990 2.90382 0.13653 -0.15 0.20 0.00
N 2.65946 1.47946 -0.25050 -0.23 -0.09 -0.06
H 1.18734 -0.34933 2.24769 0.07 -0.03 -0.17
H -0.35794 0.17292 2.26596 -0.09 0.01 -0.19
H 0.75427 1.63705 3.72044 0.06 -0.02 0.00
H 2.07326 1.75940 2.56012 -0.01 -0.05 0.04
H -0.77509 2.81938 2.30062 0.01 0.02 -0.01
H 0.71655 3.77258 2.38325 -0.11 0.05 -0.04
H -0.54060 3.14495 0.17446 -0.16 -0.03 -0.05
H 1.20105 3.69018 -1.12919 -0.04 -0.01 0.01
H 1.45242 4.59295 0.36451 -0.06 -0.02 0.00
H 3.52788 3.43083 -0.43114 0.00 -0.03 0.00
H 3.04357 2.96790 1.18571 0.06 -0.07 -0.02
H 2.92646 1.36082 -1.22361 0.08 0.03 -0.01
H 3.32152 0.91232 0.26974 -0.09 -0.10 0.04
Cl 0.52668 1.22889 -2.44168 0.08 0.13 -0.92
C -1.07612 1.70115 -3.08399 -0.48 0.05 0.06
Cl -1.76044 3.08694 -2.23941 0.12 0.00 -0.02
H -1.72988 0.84444 -2.94299 0.11 -0.04 0.08
H -0.93503 1.97322 -4.12352 0.15 -0.09 0.01
O -1.05983 -5.17689 -0.22477 0.04 0.00 -0.02
C -1.84310 -4.10983 0.27909 -0.09 0.12 0.20
C -1.25143 -2.76539 -0.20210 0.34 0.22 -0.50
C -1.37981 -2.84261 -1.74637 -0.01 -0.16 0.25
O -0.92301 -1.70818 -2.46372 0.04 0.36 -0.11
C -2.09914 -1.67280 0.45535 0.11 0.01 -0.11
Se -1.84903 0.22173 -0.03994 -0.16 0.03 -0.20
C 0.19907 -2.72884 0.32247 -0.13 0.09 -0.12
Se 1.52939 -1.49234 -0.43155 -0.07 -0.07 -0.16
H -1.41569 -6.01179 0.09062 -0.03 -0.01 0.02
H -1.85537 -4.11643 1.37607 0.00 -0.02 -0.01
H -2.87748 -4.19296 -0.07556 0.01 0.05 0.04
H -2.43805 -2.99747 -1.99037 -0.02 -0.14 0.14
H -0.81662 -3.72349 -2.06126 -0.09 -0.03 0.01
H -0.73828 -1.99965 -3.36345 0.06 0.00 0.13
H -1.95683 -1.71129 1.53642 -0.07 -0.17 -0.01
H -3.15417 -1.85843 0.25120 -0.03 0.08 0.01
H 0.63424 -3.71464 0.18320 0.12 0.02 0.01
H 0.18498 -2.51525 1.39293 -0.13 -0.18 0.03
```
Positions in Å, forces in eV/Å.

Calculated values
Net charge = +1
E_LUMO (alpha / beta) = -2.8 / -2.6 eV
Multiplicity = 4
Gap between HOMO and LUMO (alpha / beta) = 7.5 / 7.9 eV
HOMO energy (alpha / beta) = -10.31 / -10.53 eV
Expectation value of S² = 3.87
ΔE to the lowest compared entry with this formula, charge and spin = 11.5 kcal per mole



| no. | energy (eV) |
| --- | --- |
| 1 | -39334.85009 |
| 2 | -28236.69090 |
| 3 | -53028.04749 |
| 4 | -466476.36345 |
| 5 | -165548.60215 |
| 6 | -203495.73944 |